Here is C3H7N4 as an isolated structure in a non-equilibrium geometry from OMol25. Energies are from ωB97M-V with the def2-TZVPD basis set.

Geometry as XYZ:
```
14
Properties=species:S:1:pos:R:3
C -0.804 0.153 -0.581
C 1.527 0.188 -0.234
C -1.974 1.005 -0.083
N 2.857 0.125 -0.113
N 2.217 -1.006 -0.112
N -0.762 -0.969 -1.143
N 0.476 0.863 -0.375
H 2.205 -1.875 1.603
H -2.817 0.234 0.256
H -2.478 1.744 -0.773
H -1.738 1.470 0.887
H -1.668 -1.476 -1.258
H 2.417 -2.305 2.264
H 0.543 1.848 -0.336
```

Properties
HOMO energy: -0.5734 hartree
Charge: +1
Max |F|: 3.11 eV/A
LUMO energy: -6.4047 eV
HOMO-LUMO gap: 0.338 hartree
Relative energy (zero: lowest compared OMol25 entry of this formula, charge and spin): 133.8 kcal per mole
Calculated total energy: -337.0911 a.u.